Entry 1:
DFT (ωB97M-V/def2-TZVPD) results for C9H17OP in the gas phase.

Last column: natural (NBO) charge in e.
Positions of all 28 atoms, in Å:
C: -0.300 1.954 0.252  -0.397
C: 0.649 0.920 0.940  -0.418
C: -0.279 0.238 -1.227  -0.423
C: -1.283 1.133 -0.611  -0.333
C: -2.247 0.376 0.206  0.117
C: 0.803 -0.205 -0.220  -0.286
C: 3.307 -0.460 0.332  -0.612
C: -4.027 -1.079 0.603  -0.251
C: 2.341 -0.115 -0.768  -0.405
O: -3.243 -0.402 -0.332  -0.503
P: 0.307 -1.958 0.273  0.345
H: -0.830 2.615 0.985  0.219
H: 0.490 2.500 -0.257  0.211
H: 1.609 1.278 1.149  0.212
H: 0.029 0.519 1.715  0.208
H: -0.614 -0.765 -1.744  0.222
H: 0.178 0.970 -1.919  0.210
H: -1.882 1.660 -1.422  0.233
H: -2.220 0.241 1.299  0.154
H: 2.941 -1.286 0.907  0.210
H: 3.506 0.355 1.099  0.199
H: 4.256 -0.712 -0.041  0.214
H: -4.345 -0.528 1.504  0.168
H: -3.471 -1.896 1.073  0.180
H: -4.940 -1.338 0.147  0.196
H: 2.328 -0.944 -1.447  0.208
H: 2.475 0.854 -1.194  0.203
H: 1.235 -2.720 -0.419  -0.079

E_LUMO (alpha / beta) = -0.7 / 0.9 eV
E_tot = -769.5309 hartree
ΔE to the lowest compared entry with this formula, charge and spin = 2.216 eV
maximum force = 0.081 Eh/bohr
gap between HOMO and LUMO (alpha / beta) = 5.949 / 9.009 eV

---

Entry 2:
DFT (ωB97M-V/def2-TZVPD) results for a molecular structure, C9H18As3F19O9Tl.

Last column: natural (NBO) charge in e.
Positions of all 59 atoms, in Å:
Tl: 2.162 -0.364 0.732  1.637
As: 3.452 3.390 2.807  2.811
F: 2.076 3.124 3.911  -0.630
F: 3.914 4.678 3.833  -0.614
F: 4.691 3.810 1.578  -0.598
F: 2.831 2.002 1.789  -0.642
F: 2.439 4.601 1.831  -0.628
F: 4.411 2.327 3.796  -0.608
As: 0.802 -3.924 2.118  2.781
F: 0.854 -3.089 0.495  -0.623
F: 0.434 -5.539 1.374  -0.613
F: 0.853 -4.644 3.801  -0.608
F: 1.373 -2.342 2.795  -0.632
F: -0.965 -3.630 2.283  -0.608
F: 2.536 -4.457 1.959  -0.619
As: -0.467 1.928 -2.503  2.790
F: -1.468 2.690 -3.827  -0.615
F: -1.519 0.491 -2.630  -0.636
F: 0.379 1.180 -1.090  -0.651
F: 0.622 3.370 -2.363  -0.598
F: -1.651 2.653 -1.293  -0.635
F: 0.683 1.142 -3.653  -0.627
F: 3.321 1.620 -1.035  -0.287
C: 2.757 -0.976 -4.342  -0.254
O: 1.531 -1.440 -4.217  -0.488
C: 1.048 -1.659 -2.915  1.046
O: 1.754 -1.543 -1.923  -0.630
O: -0.266 -2.001 -2.870  -0.488
C: -1.033 -2.367 -3.985  -0.248
H: 2.967 -0.618 -5.350  0.196
H: 3.482 -1.783 -4.234  0.163
H: 3.112 -0.203 -3.660  0.211
H: -1.211 -1.595 -4.733  0.206
H: -2.022 -2.610 -3.595  0.203
H: -0.530 -3.190 -4.493  0.184
C: -1.752 0.055 3.897  -0.262
O: -1.616 1.416 3.528  -0.476
C: -0.757 1.899 2.615  1.035
O: 0.196 1.313 1.991  -0.565
O: -1.018 3.215 2.670  -0.431
C: -0.451 4.110 1.774  -0.271
H: -1.450 -0.044 4.940  0.196
H: -1.038 -0.595 3.392  0.215
H: -2.783 -0.242 3.710  0.198
H: -1.283 4.756 1.493  0.195
H: -0.050 3.615 0.890  0.224
H: 0.345 4.517 2.397  0.235
C: -2.141 -3.186 -0.559  -0.270
O: -2.661 -1.895 -0.462  -0.516
C: -1.882 -0.954 0.239  1.044
O: -0.729 -1.043 0.671  -0.633
O: -2.627 0.225 0.400  -0.517
C: -3.744 0.523 -0.384  -0.257
H: -2.185 -3.687 0.408  0.209
H: -1.110 -3.157 -0.912  0.213
H: -2.686 -3.765 -1.304  0.182
H: -3.520 0.150 -1.383  0.214
H: -3.771 1.605 -0.510  0.216
H: -4.637 0.138 0.109  0.174

E_LUMO = -5.7 eV
E_tot = -9808.2751 hartree
ΔE to the lowest compared entry with this formula, charge and spin = 0.000 eV
maximum force = 0.123 Eh/bohr
gap between HOMO and LUMO = 3.420 eV
charge = -1

---

Entry 3:
DFT (ωB97M-V/def2-TZVPD) results for a molecular structure, C9H18AsF8O9Tl.

Last column: natural (NBO) charge in e.
Positions of all 46 atoms, in Å:
Tl: -0.655 -0.512 1.631  1.608
As: 2.668 1.325 -1.115  2.800
F: 2.459 2.827 -0.153  -0.624
F: 1.450 2.025 -2.263  -0.636
F: 2.828 -0.199 -2.014  -0.613
F: 3.926 0.691 0.044  -0.613
F: 1.320 0.506 -0.172  -0.666
F: 3.967 2.001 -2.115  -0.608
F: 1.934 0.169 2.784  -0.392
F: -2.695 -2.551 2.193  -0.515
C: -0.992 0.772 -3.616  -0.280
O: -2.157 0.052 -3.327  -0.454
C: -2.325 -0.390 -2.123  1.016
O: -1.728 0.010 -1.094  -0.692
O: -3.357 -1.232 -2.150  -0.478
C: -3.768 -1.954 -1.030  -0.257
H: -0.944 1.035 -4.672  0.212
H: -0.060 0.221 -3.487  0.217
H: -0.964 1.544 -2.847  0.207
H: -3.368 -2.945 -1.243  0.193
H: -4.842 -2.095 -0.907  0.207
H: -3.347 -1.505 -0.130  0.199
C: -0.071 -5.590 2.566  -0.273
O: 1.281 -5.088 2.884  -0.479
C: 1.636 -3.897 2.433  1.015
O: 0.973 -2.990 1.942  -0.712
O: 2.900 -3.776 2.762  -0.471
C: 3.654 -2.715 2.242  -0.278
H: -0.817 -4.925 3.001  0.210
H: -0.152 -6.487 3.181  0.200
H: -0.274 -5.951 1.557  0.202
H: 3.171 -1.820 1.851  0.235
H: 4.288 -3.166 1.479  0.191
H: 4.267 -2.330 3.058  0.198
C: -2.208 3.779 -1.667  -0.262
O: -1.976 3.007 -0.504  -0.500
C: -0.941 3.222 0.371  1.041
O: -0.761 2.455 1.326  -0.637
O: -0.333 4.364 0.127  -0.479
C: 0.527 4.945 1.114  -0.264
H: -1.892 4.818 -1.572  0.206
H: -3.242 3.632 -1.980  0.204
H: -1.611 3.423 -2.507  0.191
H: 1.366 4.272 1.289  0.233
H: -0.023 5.095 2.044  0.188
H: 0.888 5.927 0.809  0.210

E_LUMO = -7.4 eV
E_tot = -4237.8678 hartree
ΔE to the lowest compared entry with this formula, charge and spin = 2.344 eV
maximum force = 0.051 Eh/bohr
gap between HOMO and LUMO = 3.966 eV

---

Entry 4:
DFT (ωB97M-V/def2-TZVPD) results for 2 unconnected molecules or ions with the total composition C9H18BBrF3N6O4.

Last column: natural (NBO) charge in e.
Positions of all 42 atoms, in Å:
N: 3.720 -1.224 -1.198  -0.846
C: 3.041 0.099 -0.896  -0.238
C: 2.824 0.349 0.673  -0.233
N: 1.390 0.196 1.110  -0.594
C: 0.720 -0.964 0.949  0.581
N: 1.232 -2.178 0.335  -0.567
C: 0.176 -3.159 0.378  0.283
Br: 0.287 -5.077 -0.316  -0.148
N: -0.942 -2.477 1.015  -0.539
B: -2.185 -3.312 1.146  1.168
N: -2.313 -4.341 2.245  -1.096
O: -3.309 -3.255 0.247  -0.866
N: -0.656 -1.197 1.379  -0.238
C: -1.555 -0.238 2.044  -0.280
C: -2.620 0.453 1.083  0.001
O: -3.806 -0.346 0.828  -0.692
C: -2.009 0.979 -0.279  0.963
F: -3.090 1.537 -1.021  -0.332
F: -1.463 -0.010 -1.103  -0.319
F: -1.113 2.052 -0.085  -0.307
H: 3.007 -1.839 -1.623  0.364
H: 3.987 -1.662 -0.303  0.344
H: 2.017 0.046 -1.411  0.213
H: 3.671 0.907 -1.399  0.237
H: 3.410 -0.405 1.318  0.183
H: 3.235 1.374 0.985  0.248
H: 0.964 1.033 1.536  0.422
H: -1.513 -4.210 2.878  0.369
H: -2.100 -5.234 1.751  0.405
H: -3.075 -2.709 -0.537  0.501
H: -0.983 0.577 2.623  0.236
H: -2.144 -0.807 2.854  0.232
H: -3.007 1.382 1.643  0.208
H: -4.416 -0.101 1.554  0.481
O: 0.252 5.234 -3.746  -0.734
C: 1.313 4.682 -3.175  -0.023
C: 0.840 3.761 -1.927  -0.023
O: 1.905 3.216 -1.342  -0.774
H: 2.075 5.369 -2.759  0.101
H: 1.935 4.018 -3.806  0.102
H: 0.090 3.064 -2.346  0.103
H: 0.206 4.416 -1.300  0.102

E_LUMO = 0.6 eV
E_tot = -3881.4713 hartree
maximum force = 0.154 Eh/bohr
gap between HOMO and LUMO = 1.686 eV
charge = -1

---

Entry 5:
DFT (ωB97M-V/def2-TZVPD) results for a molecular structure, C9H18BClF4N3O2PbSSeSi.

Last column: natural (NBO) charge in e.
Positions of all 42 atoms, in Å:
Pb: 0.254 -2.821 -1.433  1.393
C: 1.659 0.556 3.296  -0.591
C: 1.963 -0.942 3.418  -0.460
C: 0.953 -1.717 2.665  0.116
N: 0.963 -1.901 1.410  -0.262
N: -0.095 -2.569 0.918  -0.493
C: -0.975 -2.913 1.840  0.272
N: -2.099 -3.584 1.583  -0.772
S: -0.493 -2.415 3.432  0.370
H: 2.375 1.119 3.888  0.229
H: 0.660 0.790 3.661  0.203
H: 1.753 0.850 2.253  0.217
H: 1.966 -1.246 4.464  0.227
H: 2.939 -1.140 2.973  0.260
H: -2.383 -3.721 0.625  0.424
H: -2.771 -3.733 2.316  0.422
C: -1.307 2.684 -0.284  -1.163
Si: 0.176 2.591 -1.472  1.789
C: -0.140 2.841 -3.328  -1.161
C: 1.893 2.954 -0.766  -1.167
Se: 0.017 -0.196 -1.815  0.087
H: -1.651 3.704 -0.136  0.269
H: -1.052 2.278 0.693  0.262
H: -2.139 2.102 -0.671  0.265
H: -0.186 3.887 -3.622  0.271
H: -1.071 2.359 -3.624  0.260
H: 0.663 2.367 -3.894  0.273
H: 2.003 3.996 -0.474  0.271
H: 2.670 2.728 -1.495  0.283
H: 2.100 2.337 0.106  0.279
F: 4.419 -0.697 -1.878  -0.516
B: 3.245 -0.687 -1.244  1.357
F: 2.302 0.174 -1.973  -0.560
F: 2.639 -1.970 -1.282  -0.573
F: 3.252 -0.211 0.022  -0.544
Cl: -4.444 -0.880 0.208  -0.020
C: -4.136 -1.049 -1.540  -0.461
C: -2.643 -1.275 -1.633  0.817
O: -2.188 -2.422 -1.536  -0.726
O: -1.967 -0.205 -1.739  -0.647
H: -4.425 -0.120 -2.031  0.248
H: -4.697 -1.906 -1.905  0.251

E_LUMO = -3.7 eV
E_tot = -4835.0319 hartree
ΔE to the lowest compared entry with this formula, charge and spin = 1.165 eV
maximum force = 0.037 Eh/bohr
gap between HOMO and LUMO = 8.658 eV
charge = +1

---

Entry 6:
DFT (ωB97M-V/def2-TZVPD) results for a gas-phase ion, C9H18BFIO2 (charge -1).

Last column: natural (NBO) charge in e.
Positions of all 32 atoms, in Å:
C: 0.400 1.598 2.829  -0.603
C: -0.507 1.102 1.708  -0.400
C: 0.275 0.547 0.512  -0.233
C: 1.211 1.606 -0.079  -0.622
C: -0.638 -0.117 -0.591  0.264
C: -0.304 -1.609 -0.628  -0.438
C: 1.114 -1.943 -1.060  0.205
C: 1.768 -3.092 -0.294  -0.644
F: 1.084 -2.318 -2.406  -0.379
C: -2.144 0.039 -0.350  -0.088
O: -2.426 1.353 -0.746  -0.750
B: -1.497 1.609 -1.877  0.569
I: -2.669 1.542 -3.809  -0.354
O: -0.519 0.495 -1.841  -0.757
H: -0.188 1.964 3.670  0.198
H: 1.069 2.386 2.494  0.201
H: 1.007 0.771 3.201  0.187
H: -1.193 1.875 1.370  0.228
H: -1.104 0.284 2.118  0.185
H: 0.926 -0.227 0.938  0.172
H: 1.542 1.307 -1.069  0.233
H: 0.701 2.559 -0.193  0.220
H: 2.090 1.751 0.551  0.185
H: -0.510 -2.002 0.369  0.192
H: -0.977 -2.121 -1.318  0.231
H: 1.743 -1.058 -1.013  0.169
H: 1.182 -3.382 0.574  0.202
H: 2.759 -2.814 0.056  0.205
H: 1.867 -3.950 -0.952  0.223
H: -2.495 -0.208 0.649  0.164
H: -2.606 -0.644 -1.077  0.162
H: -0.963 2.695 -1.735  -0.126

E_LUMO = 3.1 eV
E_tot = -926.7717 hartree
maximum force = 0.034 Eh/bohr
gap between HOMO and LUMO = 7.640 eV
charge = -1